w:
Below is 2 unconnected molecules or ions with the total composition CH5O2PS2, with properties calculated with ωB97M-V/def2-TZVPD.

Geometry (Å):
O (-0.089, 0.116, 0.085)
C (-0.987, 0.865, 0.787)
O (-0.500, 1.202, 2.042)
P (-1.315, 2.673, 0.165)
S (0.295, 2.823, -0.867)
H (0.365, 0.631, -0.678)
H (-1.912, 0.175, 0.991)
H (0.023, 0.473, 2.424)
S (1.646, -1.222, -2.302)
H (0.953, -2.353, -1.786)
H (0.478, -0.527, -2.271)

Values from the calculation:
Molar mass (g/mol): 144.16
SMILES string: OC(O)P=S.S
LUMO energy (eV): -1.6

***

x:
Below is 2 unconnected molecules or ions with the total composition CH5O2PS2, with properties calculated with ωB97M-V/def2-TZVPD.

Geometry (Å):
C (-0.514, -0.397, -1.180)
O (-0.853, 0.861, -0.939)
O (0.440, -0.616, -2.117)
P (0.499, -1.190, 1.424)
S (-1.364, -0.877, 2.506)
S (1.376, 0.869, 1.439)
H (-1.313, -1.065, -0.869)
H (-0.254, 1.543, -1.265)
H (0.370, -0.161, -2.927)
H (-1.038, 0.393, 2.874)
H (2.648, 0.640, 1.054)

Values from the calculation:
Molar mass (g/mol): 144.16
LUMO energy (alpha / beta) (eV): -0.2 / 0.2

***

The least stable of them is x.

***

w:
Below is 2 unconnected molecules or ions with the total composition C3H10NO, with properties calculated with ωB97M-V/def2-TZVPD.

Geometry (Å):
C (-0.027, 1.388, -2.110)
C (-0.588, 0.577, -0.830)
C (1.421, -0.301, 0.370)
N (0.406, -0.511, -0.441)
H (0.120, 0.574, -2.800)
H (0.785, 1.980, -1.751)
H (-0.828, 2.011, -2.389)
H (-1.572, 0.130, -1.189)
H (-0.888, 1.228, 0.035)
H (1.773, -1.166, 0.973)
H (1.766, 0.707, 0.577)
H (0.011, -1.460, -0.357)
H (-0.428, -0.926, 3.315)
H (-1.492, -1.695, 2.679)
O (-0.866, -0.973, 2.426)

Values from the calculation:
Molar mass (g/mol): 76.12
Total charge: +1
LUMO energy (eV): -5.4

***

x:
Below is 2 unconnected molecules or ions with the total composition C3H10NO, with properties calculated with ωB97M-V/def2-TZVPD.

Geometry (Å):
C (0.697, -1.388, -1.439)
N (-0.664, -1.159, -0.788)
H (0.535, -1.023, -2.486)
H (0.798, -2.465, -1.294)
H (1.560, -0.822, -0.886)
H (-1.272, -2.045, -0.655)
H (-0.326, -0.554, -0.083)
H (-1.161, -0.409, -1.209)
C (-0.393, 1.242, 2.050)
C (0.483, 1.452, 1.033)
O (0.157, 1.477, -0.225)
H (-1.450, 1.547, 2.081)
H (0.010, 0.648, 2.937)
H (1.542, 1.308, 1.311)
H (-0.517, 2.190, -0.346)

Values from the calculation:
Molar mass (g/mol): 76.12
Total charge: +1
LUMO energy (eV): -3.7

***

The least stable of them is x.

***

w:
Below is 2 unconnected molecules or ions with the total composition C3H10NO, with properties calculated with ωB97M-V/def2-TZVPD.

Geometry (Å):
C (0.720, 1.924, -4.017)
N (0.194, 0.925, -5.025)
H (1.523, 1.455, -3.454)
H (1.063, 2.803, -4.548)
H (-0.068, 2.139, -3.303)
H (-0.537, 0.364, -4.602)
H (0.938, 0.361, -5.408)
H (-0.330, 1.394, -5.750)
O (0.284, -1.646, 3.529)
C (0.096, -1.259, 4.657)
C (-0.971, -1.836, 5.561)
H (0.751, -0.461, 5.047)
H (-0.944, -2.907, 5.323)
H (-1.998, -1.530, 5.376)
H (-0.722, -1.725, 6.614)

Values from the calculation:
Molar mass (g/mol): 76.12
Total charge: +1
LUMO energy (eV): -4.1

***

x:
Below is 2 unconnected molecules or ions with the total composition C3H10NO, with properties calculated with ωB97M-V/def2-TZVPD.

Geometry (Å):
C (1.070, 1.978, -0.288)
O (1.882, 1.113, 0.489)
H (1.146, 3.036, -0.069)
H (-0.005, 1.736, -0.199)
H (1.327, 1.822, -1.340)
H (2.196, 1.540, 1.300)
C (-1.532, -1.274, 0.180)
C (-1.786, -1.349, -1.110)
N (-0.149, -0.957, 0.596)
H (-2.235, -1.521, 0.953)
H (-1.167, -0.893, -1.874)
H (-2.663, -1.932, -1.376)
H (0.486, -1.721, 0.850)
H (-0.145, -0.219, 1.303)
H (0.257, -0.558, -0.255)

Values from the calculation:
Molar mass (g/mol): 76.12
Total charge: +1
LUMO energy (eV): -3.7

***

The least stable of them is x.